{"formula": "C22H29B2Br2ClF3NO18PS", "method": "ωB97M-V/def2-TZVPD", "elements": ["C", "C", "C", "C", "C", "O", "S", "O", "O", "C", "Cl", "C", "B", "O", "O", "C", "C", "C", "C", "C", "O", "C", "C", "C", "F", "Br", "C", "F", "F", "Br", "C", "N", "C", "O", "P", "O", "O", "O", "H", "H", "H", "H", "H", "H", "H", "H", "H", "H", "H", "H", "H", "H", "H", "H", "H", "H", "H", "H", "H", "H", "H", "H", "H", "H", "H", "H", "H", "B", "O", "C", "O", "C", "O", "O", "O", "C", "O", "C", "O", "O"], "positions_angstrom": [[5.20, 1.78, -3.15], [3.66, 1.83, -3.08], [3.03, 0.44, -3.22], [3.20, 0.00, -4.69], [1.51, 0.41, -2.97], [0.98, 1.56, -3.64], [-0.51, 1.32, -4.13], [-0.43, 0.70, -5.41], [-1.20, 2.56, -4.03], [-1.25, 0.09, -2.91], [-1.15, -1.48, -3.80], [-2.72, 0.48, -2.89], [-3.57, 0.18, -4.22], [-3.52, 0.96, -5.36], [-4.40, -0.89, -4.16], [-0.55, 0.00, -1.47], [-1.37, 0.89, -0.51], [-0.99, 0.94, 0.96], [-2.02, 1.78, 1.73], [-1.95, 1.52, 3.23], [-3.22, 1.73, 3.83], [-0.65, -1.44, -0.95], [-2.06, -2.03, -0.80], [-2.02, -3.49, -0.37], [-1.26, -4.25, -1.20], [-3.88, -4.15, -0.54], [-1.58, -3.72, 1.11], [-2.02, -2.70, 1.87], [-2.10, -4.87, 1.61], [0.34, -3.91, 1.25], [0.98, 0.49, -1.50], [0.94, 1.94, -1.17], [1.62, 2.46, -0.32], [2.24, 2.96, 0.49], [2.12, -0.51, -0.46], [2.27, -1.85, -1.03], [3.52, 0.25, -0.30], [1.64, -0.57, 1.05], [5.57, 0.93, -3.70], [5.60, 1.68, -2.14], [5.59, 2.71, -3.56], [3.41, 2.34, -2.15], [3.31, 2.45, -3.89], [3.56, -0.32, -2.66], [2.72, 0.70, -5.36], [4.24, -0.15, -4.95], [2.71, -0.96, -4.85], [1.17, -0.50, -3.45], [-2.83, 1.53, -2.64], [-3.24, -0.06, -2.11], [-3.87, 1.84, -5.19], [-4.96, -0.91, -4.95], [-1.48, 1.90, -0.91], [-2.39, 0.52, -0.48], [-0.02, 1.39, 1.16], [-0.99, -0.04, 1.42], [-1.79, 2.83, 1.55], [-3.03, 1.61, 1.36], [-1.23, 2.18, 3.69], [-1.65, 0.48, 3.39], [-3.40, 0.97, 4.40], [-0.05, -2.12, -1.53], [-0.22, -1.49, 0.05], [-2.64, -2.02, -1.71], [-2.64, -1.52, -0.04], [3.60, 1.11, -0.73], [2.08, 0.09, 1.60], [0.31, -0.66, 6.90], [1.63, -0.81, 6.26], [2.48, 0.07, 6.78], [3.62, 0.21, 6.48], [1.71, 0.88, 7.84], [2.16, 1.76, 8.51], [0.46, 0.43, 7.88], [-0.73, -0.35, 5.89], [-1.67, -1.28, 5.93], [-2.64, -1.32, 5.22], [-1.28, -2.31, 7.00], [-1.90, -3.29, 7.30], [-0.13, -1.92, 7.54]], "lowdin_charge": [-0.070, -0.205, -0.313, -0.030, -0.285, -0.194, 0.639, -0.274, -0.238, -0.606, 0.858, -0.127, -0.708, 0.149, 0.179, -0.302, -0.152, -0.177, -0.160, -0.257, -0.065, -0.205, -0.208, -0.780, -0.020, 0.825, -0.898, 0.055, -0.015, 0.916, -0.247, 0.186, -0.377, 0.218, 0.489, -0.225, -0.084, -0.100, 0.064, 0.071, 0.073, 0.090, 0.116, 0.125, 0.090, 0.073, 0.091, 0.108, 0.114, 0.102, 0.113, 0.115, 0.128, 0.096, 0.093, 0.105, 0.115, 0.116, 0.121, 0.101, 0.067, 0.085, 0.049, 0.066, 0.117, 0.048, 0.108, -0.868, 0.226, -0.396, 0.142, -0.395, 0.145, 0.229, 0.222, -0.386, 0.136, -0.392, 0.149, 0.232], "orbital_gap_ha": 0.327, "multiplicity": 1, "charge": -1, "e_homo_ev": -7.4}

{"formula": "C8H28O10", "method": "ωB97M-V/def2-TZVPD", "elements": ["O", "H", "H", "O", "H", "H", "C", "C", "O", "O", "H", "H", "H", "H", "H", "H", "C", "C", "O", "O", "H", "H", "H", "H", "H", "H", "C", "C", "O", "O", "H", "H", "H", "H", "H", "H", "C", "C", "O", "O", "H", "H", "H", "H", "H", "H"], "positions_angstrom": [[1.28, -2.99, -0.81], [1.26, -2.85, 0.13], [1.39, -3.93, -0.91], [0.06, -0.32, 0.26], [0.15, 0.50, -0.21], [0.88, -0.43, 0.73], [0.63, 3.43, -0.44], [-0.01, 4.63, -1.18], [0.21, 4.65, -2.53], [0.13, 2.19, -0.90], [0.38, 3.50, 0.61], [1.72, 3.39, -0.55], [0.28, 5.59, -0.76], [-1.10, 4.60, -1.05], [-0.58, 5.06, -2.92], [0.07, 2.26, -1.86], [-1.41, 1.04, -4.36], [-2.22, 0.14, -5.29], [-2.22, 0.65, -6.62], [-1.09, 0.63, -3.06], [-1.96, 1.98, -4.36], [-0.55, 1.26, -4.98], [-3.25, 0.15, -4.92], [-1.80, -0.86, -5.21], [-2.64, -0.02, -7.16], [-0.19, 0.28, -3.04], [2.65, -1.07, 2.31], [2.56, -2.51, 2.75], [1.27, -2.95, 2.42], [2.92, -0.91, 0.91], [3.39, -0.49, 2.88], [1.73, -0.52, 2.47], [2.78, -2.58, 3.82], [3.26, -3.13, 2.20], [1.03, -3.85, 2.67], [3.82, -1.19, 0.70], [-1.83, -1.91, 3.19], [-0.92, -1.67, 4.41], [-1.59, -0.64, 5.20], [-2.02, -0.69, 2.49], [-2.81, -2.27, 3.51], [-1.33, -2.72, 2.67], [0.11, -1.37, 4.22], [-0.85, -2.59, 5.00], [-2.47, -0.99, 5.34], [-1.11, -0.47, 2.25]], "lowdin_charge": [-0.052, -0.015, 0.025, -0.030, -0.003, -0.016, -0.201, -0.271, -0.049, -0.084, 0.124, 0.119, 0.115, 0.122, 0.096, 0.069, -0.273, -0.252, -0.066, -0.033, 0.120, 0.120, 0.115, 0.119, 0.082, 0.099, -0.220, -0.234, -0.074, -0.069, 0.122, 0.110, 0.120, 0.123, 0.105, 0.095, -0.250, -0.221, -0.082, -0.047, 0.118, 0.098, 0.098, 0.107, 0.072, 0.049], "orbital_gap_ha": 0.359, "multiplicity": 1, "e_homo_ev": -9.4, "relative_energy_kcal_mol": 34.9}

{"formula": "C3H5ClN2O6", "method": "ωB97M-V/def2-TZVPD", "elements": ["C", "C", "C", "N", "N", "O", "O", "O", "O", "O", "O", "Cl", "H", "H", "H", "H", "H"], "positions_angstrom": [[-1.99, 1.93, 0.36], [0.73, -0.98, -1.18], [0.20, -0.41, 1.09], [-0.01, -1.05, 2.54], [-0.24, -1.37, -2.06], [-2.38, 0.88, 0.12], [-1.17, -1.01, 2.96], [-1.70, 3.02, 0.64], [0.96, -1.39, 3.19], [0.52, -1.36, 0.26], [0.12, 0.78, 0.95], [2.43, 2.49, -0.66], [0.79, 0.13, -1.09], [1.70, -1.49, -1.45], [-1.10, -0.79, -2.31], [1.43, 2.97, -1.14], [-0.28, -2.37, -2.24]], "lowdin_charge": [-0.455, -0.228, -0.401, -0.294, 0.042, 0.210, 0.085, 0.206, 0.108, 0.062, 0.103, 0.385, 0.097, 0.151, 0.140, -0.304, 0.096], "orbital_gap_ha": 0.391, "multiplicity": 1, "e_homo_ev": -10.6, "relative_energy_kcal_mol": 0.0}

{"formula": "C4H8S", "method": "ωB97M-V/def2-TZVPD", "elements": ["C", "C", "C", "C", "H", "H", "H", "H", "H", "H", "H", "H", "S"], "positions_angstrom": [[1.60, -0.04, -0.15], [0.46, -0.80, 0.34], [-0.73, -0.24, -0.42], [-1.60, 0.89, 0.23], [2.44, -0.68, 0.03], [1.51, 0.12, -1.16], [1.72, 0.96, 0.28], [0.29, -0.70, 1.46], [0.53, -1.82, 0.13], [-0.74, 0.00, -1.44], [-1.17, 1.17, 1.23], [-1.79, 1.72, -0.47], [-2.53, -0.58, -0.04]], "lowdin_charge": [-0.118, -0.284, -0.548, -0.513, 0.082, 0.047, 0.095, 0.141, 0.089, 0.064, 0.087, 0.072, 0.785], "orbital_gap_ha": 0.362, "multiplicity": 1, "e_homo_ev": -8.7, "relative_energy_kcal_mol": 18.1}

{"formula": "C7H14N2", "method": "ωB97M-V/def2-TZVPD", "elements": ["C", "C", "C", "C", "N", "N", "H", "H", "H", "H", "H", "H", "C", "C", "C", "H", "H", "H", "H", "H", "H", "H", "H"], "positions_angstrom": [[-0.65, 1.83, -1.86], [-2.41, -0.44, 0.22], [-1.37, 1.13, -0.77], [-1.38, 1.52, 0.55], [-1.91, -0.11, -0.95], [-2.15, 0.51, 1.15], [-2.84, -1.37, 0.53], [-2.51, 0.56, 2.08], [-0.92, 2.23, 1.20], [-1.17, 2.73, -2.19], [-0.76, 1.21, -2.77], [0.42, 2.01, -1.85], [2.19, -1.20, 0.50], [2.81, -2.16, -0.53], [3.13, -0.59, 1.50], [1.60, -0.38, 0.06], [1.34, -1.74, 0.94], [3.89, -2.18, -0.33], [2.63, 0.10, 2.18], [2.69, -1.92, -1.58], [2.44, -3.17, -0.33], [3.61, -1.31, 2.17], [3.93, 0.04, 1.12]], "lowdin_charge": [-0.063, -0.207, -0.386, -0.045, 0.096, 0.030, 0.112, 0.136, 0.108, 0.072, 0.075, 0.069, -0.328, -0.108, -0.145, 0.089, 0.096, 0.064, 0.065, 0.063, 0.063, 0.071, 0.072], "orbital_gap_ha": 0.349, "multiplicity": 1, "e_homo_ev": -8.6, "relative_energy_kcal_mol": 15.9}

{"formula": "C6H14BeO3", "method": "ωB97M-V/def2-TZVPD", "elements": ["H", "C", "O", "C", "H", "H", "H", "H", "Be", "C", "O", "C", "C", "O", "C", "H", "H", "H", "H", "H", "H", "H", "H", "H"], "positions_angstrom": [[-0.99, -0.44, -1.93], [1.78, -1.92, -2.12], [1.38, -2.45, -0.95], [1.85, -1.85, 0.25], [2.77, -1.45, -2.15], [1.43, -2.50, -2.98], [1.98, -2.64, 1.00], [2.82, -1.38, 0.04], [0.30, -0.06, -1.61], [0.99, -0.71, 0.86], [0.74, 0.28, -0.14], [0.41, 1.60, 0.33], [-1.07, 1.89, 0.33], [-1.71, 1.14, 1.33], [-3.06, 0.86, 1.04], [1.55, -0.25, 1.68], [0.04, -1.11, 1.24], [0.91, 2.30, -0.34], [0.83, 1.72, 1.34], [-1.50, 1.67, -0.66], [-1.20, 2.97, 0.51], [-3.46, 0.27, 1.87], [-3.65, 1.79, 0.94], [-3.15, 0.28, 0.11]], "lowdin_charge": [0.016, -0.026, -0.113, -0.122, 0.097, 0.102, 0.154, 0.135, 0.514, -0.081, -0.253, -0.103, -0.223, -0.178, -0.087, 0.154, 0.152, 0.148, 0.153, 0.108, 0.152, 0.101, 0.103, 0.094], "orbital_gap_ha": [0.322, 0.303], "multiplicity": 2, "charge": 1, "e_homo_ev": [-12.8, -13.6], "relative_energy_kcal_mol": 26.7}